Computed, not measured: a cluster of 11 separate species, C29H80N2O11 in total, with ωB97M-V/def2-TZVPD.

Last column: Mulliken charge in e.
Element x y z (Å)
C (0.8732, -6.6769, 4.5026)  -1.004
C (0.5029, -5.8177, 3.2814)  -0.206
O (1.5566, -5.1195, 2.7637)  -0.519
H (1.7083, -7.2828, 4.1511)  0.270
H (0.0668, -7.3461, 4.8024)  0.329
H (1.1514, -6.1140, 5.3937)  0.278
H (-0.2523, -5.0799, 3.5524)  0.275
H (0.0300, -6.4303, 2.5138)  0.264
H (1.1857, -4.5796, 2.0620)  0.311
C (-3.8492, 2.1170, 7.5956)  -0.944
C (-3.6610, 3.3089, 8.4953)  -0.217
O (-4.7854, 4.1532, 8.2451)  -0.523
H (-3.1193, 1.3499, 7.8542)  0.329
H (-3.9025, 2.2914, 6.5210)  0.268
H (-4.7139, 1.4864, 7.8022)  0.297
H (-2.6900, 3.7863, 8.3632)  0.266
H (-3.6376, 3.0027, 9.5412)  0.226
H (-5.5419, 3.9528, 8.8012)  0.299
C (1.7764, -6.4436, -6.3405)  0.648
O (2.3280, -7.2699, -7.0810)  -0.679
N (1.1964, -6.7686, -5.2233)  -0.375
N (1.7064, -5.1833, -6.5862)  -0.367
H (0.7920, -6.1286, -4.5548)  0.154
H (1.0683, -7.7565, -5.0564)  0.216
H (1.4112, -4.6207, -5.8010)  0.170
H (2.2290, -4.8225, -7.3715)  0.233
C (-9.7301, -2.3423, 3.5782)  -1.147
C (-8.7629, -3.4904, 3.6867)  0.497
C (-7.4805, -3.0985, 4.4752)  -1.306
O (-9.4158, -4.5901, 4.4102)  -0.550
H (-9.8113, -1.8831, 4.5635)  0.281
H (-10.6885, -2.6696, 3.1752)  0.355
H (-9.3718, -1.6043, 2.8606)  0.326
H (-8.4998, -3.7967, 2.6742)  0.215
H (-6.8008, -3.9473, 4.5517)  0.315
H (-7.7223, -2.9446, 5.5268)  0.350
H (-6.9354, -2.2185, 4.1337)  0.353
H (-10.1289, -4.9164, 3.8565)  0.311
C (11.1780, 0.5803, 0.4355)  -1.250
C (9.9024, 1.0347, 1.1194)  0.554
C (8.7058, 1.1685, 0.2199)  -1.344
O (9.5208, 0.1154, 2.1169)  -0.559
H (12.0996, 0.7653, 0.9873)  0.313
H (11.3301, 1.1008, -0.5101)  0.337
H (11.1588, -0.4760, 0.1673)  0.294
H (10.1351, 2.0033, 1.5617)  0.214
H (8.3669, 0.3133, -0.3647)  0.383
H (8.8639, 1.9412, -0.5324)  0.369
H (7.8946, 1.5403, 0.8459)  0.346
H (9.0681, -0.6462, 1.7471)  0.342
C (-1.4666, -0.1592, 0.1035)  -1.191
C (-0.5783, -0.3177, -1.1780)  0.520
C (0.7935, 0.3198, -1.0819)  -1.234
O (-0.4025, -1.7444, -1.4094)  -0.565
H (-0.9356, -0.6372, 0.9267)  0.285
H (-2.4681, -0.5836, 0.0325)  0.335
H (-1.6052, 0.8924, 0.3544)  0.327
H (-1.1884, -0.0161, -2.0294)  0.249
H (0.6865, 1.3476, -0.7349)  0.348
H (1.2595, 0.3957, -2.0643)  0.309
H (1.4779, -0.1947, -0.4074)  0.322
H (-1.2076, -2.1666, -1.7176)  0.296
C (3.2829, 8.0945, -3.0404)  -1.374
C (2.3065, 7.5343, -2.0738)  0.601
C (2.8482, 7.5432, -0.6288)  -1.221
O (1.1363, 8.3244, -2.2450)  -0.571
H (4.0725, 7.3436, -3.0683)  0.362
H (3.7454, 9.0381, -2.7508)  0.320
H (2.9181, 8.2723, -4.0520)  0.346
H (2.0259, 6.5409, -2.4239)  0.247
H (3.8815, 7.2199, -0.5033)  0.332
H (2.2635, 6.8254, -0.0535)  0.334
H (2.7321, 8.5366, -0.1955)  0.325
H (0.3916, 7.8971, -1.8154)  0.299
C (-6.7261, 5.5942, -0.9342)  -1.249
C (-5.6958, 6.5831, -1.3881)  0.449
C (-6.0867, 8.0571, -1.3020)  -1.213
O (-4.5206, 6.4934, -0.6256)  -0.559
H (-6.3535, 4.5932, -0.7166)  0.330
H (-7.5255, 5.6575, -1.6725)  0.348
H (-7.2492, 5.9957, -0.0663)  0.309
H (-5.3547, 6.4440, -2.4140)  0.241
H (-5.3552, 8.7056, -1.7841)  0.331
H (-6.1799, 8.4008, -0.2718)  0.337
H (-6.9708, 8.2861, -1.8970)  0.344
H (-4.6316, 6.7773, 0.2847)  0.331
C (3.2116, 0.9281, 5.9531)  -1.206
C (2.8633, -0.2305, 6.9282)  0.393
C (3.9946, -1.1758, 7.1995)  -1.232
O (2.4893, 0.3715, 8.1484)  -0.557
H (3.5185, 0.5955, 4.9615)  0.350
H (4.1310, 1.3668, 6.3409)  0.319
H (2.4776, 1.7289, 5.8633)  0.306
H (1.9747, -0.7701, 6.6006)  0.270
H (4.9457, -0.6717, 7.3711)  0.313
H (4.2527, -1.9003, 6.4271)  0.362
H (3.7580, -1.7734, 8.0799)  0.330
H (3.2233, 0.9042, 8.4631)  0.351
C (8.0527, -0.4532, -9.4007)  -1.151
C (7.0779, -1.2697, -8.4772)  0.459
C (6.9227, -0.6625, -7.0856)  -1.275
O (5.8685, -1.4125, -9.1213)  -0.571
H (7.7059, 0.5759, -9.4945)  0.313
H (8.0753, -0.8771, -10.4047)  0.302
H (9.0593, -0.3857, -8.9880)  0.339
H (7.3732, -2.3130, -8.3649)  0.257
H (6.2055, -1.2132, -6.4769)  0.312
H (6.5946, 0.3703, -7.2031)  0.323
H (7.8375, -0.7651, -6.5020)  0.354
H (5.9316, -2.1480, -9.7350)  0.338
C (-7.3341, -5.3878, -3.9837)  -1.312
C (-6.0113, -4.7203, -4.3983)  0.539
C (-6.2154, -3.2349, -4.4774)  -1.254
O (-5.0569, -5.0262, -3.4230)  -0.534
H (-7.5931, -5.0100, -2.9946)  0.346
H (-7.2606, -6.4677, -3.8557)  0.363
H (-8.1790, -5.1266, -4.6210)  0.359
H (-5.6567, -5.0766, -5.3655)  0.202
H (-5.3240, -2.7936, -4.9232)  0.303
H (-6.2362, -2.8247, -3.4678)  0.333
H (-7.1753, -3.0176, -4.9458)  0.346
H (-5.1280, -5.9751, -3.2967)  0.308

Summary:
- frontier orbital gap (Eh) = 0.3564
- SMILES = NC(N)=O.CC(C)O.CC(C)O.CC(C)O.CC(C)O.CC(C)O.CC(C)O.CC(C)O.CC(C)O.CCO.CCO
- net charge = 0
- highest occupied orbital energy (eV) = -9.6434

***

Computed, not measured: a structure of composition C19H21IN2Pt, with ωB97M-V/def2-TZVPD.

Last column: Mulliken spin population.
Element x y z (Å)
C (-3.8742, -0.3820, -0.0417)  -0.013
C (-3.7847, 1.0952, -0.1083)  0.026
H (-3.7702, -0.5259, -1.1511)  -0.007
H (-4.7403, -0.7956, 0.5333)  0.004
H (-2.9326, -0.6632, 0.3873)  0.047
H (-2.8292, 1.3144, -0.6503)  0.029
H (-4.6462, 1.5127, -0.6019)  0.002
H (-3.6151, 1.2298, 0.9959)  0.004
C (0.7268, -2.2295, -1.8843)  0.024
C (1.5202, -2.9962, -2.6949)  0.024
C (2.6494, -2.4327, -3.2839)  -0.011
C (2.9948, -1.0852, -3.1108)  0.018
H (-0.2181, -2.4983, -1.3865)  -0.031
H (1.2302, -4.0360, -2.8631)  0.001
H (3.2995, -3.0100, -3.9029)  0.000
H (3.8209, -0.5292, -3.5299)  0.002
N (1.1574, -0.9532, -1.6974)  0.218
C (2.2078, -0.3014, -2.2670)  0.007
C (2.3004, 1.1557, -1.9491)  -0.017
N (1.2819, 1.6184, -1.1512)  0.192
C (1.0021, 2.9040, -0.8045)  0.001
C (3.0561, 3.4150, -1.9356)  -0.007
C (1.9659, 3.8511, -1.1614)  0.021
H (0.0581, 3.0863, -0.2909)  -0.020
H (1.8306, 4.8662, -0.8285)  0.000
C (3.2063, 2.1231, -2.3714)  0.012
H (3.9849, 1.6927, -3.0258)  0.001
H (3.8187, 4.1222, -2.2054)  0.000
Pt (-0.0437, 0.2164, -0.5482)  1.237
I (-1.3736, 0.7515, -3.0489)  0.948
C (0.3612, -0.0979, 1.2947)  0.506
C (-0.4590, -0.6285, 2.4879)  0.048
C (-1.8362, -0.5063, 2.6859)  0.093
C (-2.4208, -0.8926, 3.8907)  0.098
C (-1.6348, -1.4798, 4.8873)  0.261
C (-0.2553, -1.6447, 4.6799)  0.078
C (0.3230, -1.2149, 3.4970)  0.106
H (0.7964, 0.8713, 1.5053)  0.084
H (1.1821, -0.8267, 1.1260)  0.037
H (-2.4768, -0.1219, 1.9287)  -0.029
H (-3.5027, -0.7403, 4.0174)  0.003
H (-2.1171, -1.8162, 5.8316)  -0.004
H (0.3584, -2.0988, 5.4347)  0.007
H (1.3973, -1.3188, 3.3113)  -0.001

Summary:
- frontier orbital gap (spin up / spin down) (Eh) = 0.2760 / 0.1751
- 2S+1 = 5
- net charge = +2
- highest occupied orbital energy (spin up / spin down) (eV) = -14.1928 / -14.9138

***

Computed, not measured: a structure of composition C4H11O3Rh, with ωB97M-V/def2-TZVPD.

Last column: Mulliken spin population.
Element x y z (Å)
C (2.6031, -1.1155, -2.6077)  -0.014
H (3.5319, -0.5487, -2.8152)  0.027
H (2.8666, -1.9678, -1.9517)  0.011
H (2.3020, -1.5584, -3.5794)  0.012
O (1.5472, -0.2901, -2.1307)  0.280
Rh (1.4854, 1.5480, -1.8087)  3.854
H (0.4617, 0.8789, -0.4378)  -0.141
O (1.0189, 1.0892, 0.3954)  -0.051
C (-3.0934, 0.6045, 1.1415)  0.002
O (-1.7492, 0.9464, 1.3528)  0.004
C (-0.8794, -0.1585, 1.3125)  -0.004
C (0.5586, 0.2991, 1.4592)  0.018
H (-3.6802, 1.5313, 1.1481)  0.000
H (-3.2395, 0.1173, 0.1604)  0.000
H (-3.4548, -0.0880, 1.9223)  0.000
H (-0.9951, -0.7046, 0.3560)  -0.001
H (-1.1247, -0.8613, 2.1321)  0.001
H (1.1833, -0.6076, 1.5653)  -0.001
H (0.6576, 0.8858, 2.3857)  0.004

Summary:
- frontier orbital gap (spin up / spin down) (Eh) = 0.2583 / 0.3198
- 2S+1 = 5
- net charge = 0
- highest occupied orbital energy (spin up / spin down) (eV) = -6.1926 / -9.8808

***

Computed, not measured: a structure of composition C21H32F5ILaN2O3P, with ωB97M-V/def2-TZVPD.

Last column: Mulliken charge in e.
Element x y z (Å)
C (4.1157, 2.9996, 0.3823)  -1.186
C (3.5946, 2.2360, 1.6073)  -0.845
C (2.1507, 1.7508, 1.4546)  0.568
N (2.0916, 0.5934, 0.5655)  0.071
P (0.5336, -0.2768, 0.3360)  1.361
C (0.7692, -1.2424, 1.9888)  -1.647
C (0.0677, -0.6269, 3.1810)  -0.172
O (0.4706, -1.3049, 4.3595)  -0.570
C (0.2374, 0.5141, -1.5746)  -1.365
C (0.5400, 1.9553, -1.6216)  0.326
C (-0.5576, 2.9594, -1.5379)  -1.571
N (1.7389, 2.3422, -1.8281)  -0.603
C (1.5615, -1.8328, -0.7258)  0.614
F (2.1960, -2.4708, 0.2600)  -0.244
F (2.5164, -1.2144, -1.4485)  -0.240
C (0.7269, -2.7392, -1.5277)  0.637
C (0.3378, -3.9542, -0.9823)  -0.712
C (-0.4068, -4.8203, -1.7240)  -1.039
C (-0.7884, -4.4929, -3.0149)  -0.634
C (-0.3940, -3.2863, -3.5583)  -0.066
C (-0.7383, -2.9217, -4.9732)  0.909
F (-1.0355, -1.6055, -5.0789)  -0.250
F (-1.8069, -3.6057, -5.4109)  -0.264
F (0.2908, -3.1626, -5.7970)  -0.238
C (0.3562, -2.4128, -2.8314)  -0.192
O (-0.9292, -1.1077, 0.0153)  -0.544
C (-2.0717, -0.5320, 0.5855)  -1.355
C (-1.7347, 0.9430, 0.8274)  1.059
C (-2.4481, 1.5574, 2.0206)  -1.019
C (-3.7985, 2.1694, 1.6243)  -0.935
C (-4.9668, 1.1983, 1.7898)  -1.020
I (-6.2131, 1.1062, 0.0757)  0.039
O (-0.3329, 1.0239, 0.9774)  -0.664
H (4.2825, 2.2839, -0.4075)  0.266
H (5.0521, 3.5845, 0.4936)  0.263
H (3.3662, 3.7049, 0.0429)  0.370
H (3.5720, 2.8984, 2.5431)  0.135
H (4.2543, 1.3712, 1.8259)  0.371
H (1.5723, 2.5657, 1.0404)  0.272
H (1.7768, 1.5492, 2.4587)  -0.167
H (2.7554, -0.0891, 0.9085)  0.577
H (1.8157, -1.3433, 2.2445)  0.662
H (0.3422, -2.2205, 1.7862)  0.967
H (0.3261, 0.4151, 3.3260)  0.173
H (-1.0123, -0.6930, 3.0914)  0.166
H (0.7928, -2.1871, 4.1571)  0.391
H (-0.7664, 0.2507, -1.8768)  0.721
H (0.9300, -0.0010, -2.2147)  0.758
H (-0.7464, 3.2178, -0.4989)  0.258
H (-1.4810, 2.6025, -1.9775)  0.396
H (-0.2341, 3.8579, -2.0491)  0.487
H (2.3549, 1.5329, -1.8481)  0.270
H (0.6160, -4.2317, 0.0199)  0.510
H (-0.6898, -5.7689, -1.3018)  0.457
H (-1.3749, -5.1880, -3.5912)  0.536
H (0.6783, -1.5086, -3.3076)  0.600
H (-2.8900, -0.6183, -0.1257)  0.386
H (-2.3750, -1.0446, 1.4991)  0.401
H (-2.0595, 1.4748, -0.0664)  -0.152
H (-1.8041, 2.3264, 2.4391)  0.407
H (-2.6037, 0.8275, 2.8120)  0.463
H (-3.9721, 3.0364, 2.2524)  0.376
H (-3.7487, 2.5185, 0.5989)  0.544
H (-4.6252, 0.1799, 1.9290)  0.363
H (-5.5827, 1.4490, 2.6413)  0.518
La (5.4051, 3.5075, 2.7393)  1.050

Summary:
- frontier orbital gap (Eh) = 0.0760
- net charge = +2
- highest occupied orbital energy (eV) = -12.0239

***

Computed, not measured: a cluster of 2 separate species, C3H12NOS in total, with ωB97M-V/def2-TZVPD.

Last column: natural (NBO) charge in e.
Element x y z (Å)
C (-0.6871, -0.3989, 2.5172)  -0.629
C (-0.1491, -0.1825, 1.1010)  -0.053
C (-0.2273, -1.4217, 0.2337)  -0.552
S (0.6361, -1.2606, -1.3514)  -0.012
N (1.2929, 0.2532, 1.1894)  -0.683
H (-1.6829, -0.8238, 2.4196)  0.257
H (-0.0634, -1.1224, 3.0482)  0.221
H (-0.7167, 0.5398, 3.0532)  0.233
H (-0.6948, 0.6434, 0.6508)  0.230
H (-1.2706, -1.6647, 0.0949)  0.263
H (0.2640, -2.2525, 0.7383)  0.235
H (-0.2709, -0.4959, -1.9685)  0.151
H (1.6777, 0.5380, 0.2821)  0.460
H (1.8756, -0.5408, 1.5016)  0.437
H (1.4237, 1.0003, 1.8712)  0.442
H (-0.8404, 3.5272, -2.8266)  0.475
H (-0.7766, 3.6464, -1.3068)  0.459
O (-1.3836, 3.4735, -2.0338)  -0.933

Summary:
- frontier orbital gap (Eh) = 0.3698
- net charge = +1
- highest occupied orbital energy (eV) = -13.6874

***

Computed, not measured: a structure of composition C7H14O, with ωB97M-V/def2-TZVPD.

Last column: natural (NBO) charge in e.
Element x y z (Å)
C (0.3164, 0.4036, 0.6607)  -0.139
C (0.8011, 0.5958, -0.8471)  -0.427
C (-0.0238, -0.6797, -1.6321)  -0.374
C (-1.0507, 0.9836, 0.9866)  -0.619
C (0.6521, -0.8871, 1.3810)  -0.616
C (-1.3907, -1.2187, -1.2927)  -0.625
C (1.4283, 1.4561, 0.9002)  0.432
O (2.5908, 1.1859, 1.2398)  -0.573
H (1.0168, 2.4722, 1.0379)  0.124
H (0.3904, 1.4904, -1.3224)  0.226
H (1.8201, 0.2865, -1.0952)  0.250
H (-0.0609, -0.2643, -2.6432)  0.195
H (0.6956, -1.5021, -1.6552)  0.196
H (-1.8491, 0.2437, 0.9076)  0.224
H (-1.0444, 1.3807, 2.0079)  0.217
H (0.8208, -0.6687, 2.4419)  0.225
H (-0.1506, -1.6240, 1.3038)  0.208
H (-1.3052, 1.8189, 0.3260)  0.213
H (1.5818, -1.3230, 1.0060)  0.231
H (-1.3754, -1.8589, -0.4106)  0.203
H (-1.7268, -1.8610, -2.1160)  0.220
H (-2.1366, -0.4299, -1.1850)  0.205

Summary:
- frontier orbital gap (Eh) = 0.3497
- net charge = 0
- highest occupied orbital energy (eV) = -8.7652

***

no.,F_max (eV Å⁻¹)
1,4.71
2,5.16
3,2.79
4,3.45
5,0.93
6,6.50